[1]
{"formula": "C6H13INO2", "method": "ωB97M-V/def2-TZVPD", "species": ["C", "C", "C", "C", "C", "C", "N", "O", "O", "I", "H", "H", "H", "H", "H", "H", "H", "H", "H", "H", "H", "H", "H"], "coordinates": [[0.866836, -1.313672, 1.636455], [-0.915593, -2.916575, 1.975272], [1.235260, 1.601317, -2.800553], [-0.548110, -1.479526, 1.812647], [-0.174434, 2.014897, -0.153337], [0.336437, 0.628910, -0.495650], [1.487526, 0.812769, -1.441594], [1.999609, -1.448056, 1.501247], [-0.624065, -0.224533, -0.954821], [0.150409, 2.497678, 2.063819], [-0.639414, -3.495200, 1.175830], [-1.934994, -3.144038, 2.119887], [-0.354605, -3.200168, 2.847104], [1.980466, 1.266301, -3.536515], [0.162604, 1.428756, -2.920228], [1.571707, 2.630948, -2.746232], [-0.643647, -0.851525, 2.814481], [-1.008340, -0.907720, 1.038548], [-1.258294, 2.078463, -0.206520], [0.142657, 2.884511, -0.690561], [1.729173, -0.069525, -2.026152], [2.325133, 1.051979, -0.993284], [-1.362277, 0.270116, -1.522529]], "forces_ev_per_a": [[2.968, 0.167, -2.325], [0.661, 0.409, 1.829], [1.079, 0.427, 1.309], [0.200, 2.158, 2.616], [-0.509, -1.045, 1.288], [0.853, 1.458, 1.831], [-0.910, -2.328, -4.938], [-2.743, 0.204, 1.032], [-2.575, 0.874, -2.403], [-0.085, -0.146, -1.105], [1.008, -1.315, -2.073], [-1.300, 0.465, 0.411], [-0.032, -0.923, 0.418], [-0.946, -0.785, -0.101], [0.505, 0.279, -0.872], [-0.821, 0.419, 0.648], [-0.314, -1.059, -1.709], [-0.430, 0.416, -0.721], [-0.152, -0.302, 0.178], [0.886, 0.397, -0.145], [-0.631, 0.910, 2.437], [1.343, 0.772, 0.987], [1.947, -1.452, 1.409]], "homo_energy_ev": [-10.713, -10.714], "charge": 1, "gap_ev": [6.85, 6.85], "relative_energy_ev": 1.1803, "e_tot_ev": -20107.17567, "mol_weight_g_mol": 258.1}

[2]
{"formula": "C6H13INO4", "method": "ωB97M-V/def2-TZVPD", "species": ["O", "N", "C", "C", "C", "I", "H", "H", "H", "H", "H", "H", "H", "C", "O", "C", "O", "O", "C", "H", "H", "H", "H", "H", "H"], "coordinates": [[1.274657, 1.044847, 2.678449], [0.334542, -0.086324, 3.018348], [-0.711427, -0.069954, 2.042938], [-2.144139, -0.109423, 2.685237], [-3.048712, 0.872812, 1.994462], [-4.994443, 1.137829, 2.943352], [0.708148, 1.826787, 2.709331], [-0.696780, -0.914866, 1.310656], [-0.659394, 0.836366, 1.409396], [-2.028141, 0.126001, 3.743788], [-2.569813, -1.114348, 2.613682], [-3.319253, 0.580341, 0.982645], [-2.636045, 1.878154, 1.977378], [1.488169, -1.581740, -4.551297], [1.181173, -1.557216, -3.160981], [1.696946, -0.501666, -2.502781], [2.369312, 0.355403, -3.025647], [1.352249, -0.587994, -1.238544], [1.842542, 0.475376, -0.386678], [1.010262, -2.477442, -4.938155], [1.098645, -0.694847, -5.050152], [2.565306, -1.623950, -4.710113], [1.463090, 1.429047, -0.749024], [2.930968, 0.484336, -0.416877], [1.492138, 0.272472, 0.620586]], "forces_ev_per_a": [[-0.217, -0.104, -0.259], [0.038, 0.168, 0.082], [-0.094, -0.089, -0.119], [0.045, -0.153, 0.054], [-0.001, 0.087, -0.120], [-0.053, -0.041, 0.041], [0.108, 0.052, 0.223], [0.021, 0.033, -0.028], [0.017, 0.025, 0.039], [0.039, 0.079, -0.042], [-0.021, 0.026, 0.050], [0.103, -0.004, -0.007], [-0.031, -0.006, 0.076], [0.002, 0.016, 0.022], [-0.011, 0.032, 0.019], [0.080, -0.042, -0.059], [-0.038, 0.009, 0.024], [-0.022, 0.015, 0.022], [0.073, -0.085, -0.017], [0.008, 0.005, -0.022], [-0.015, -0.010, -0.002], [-0.003, -0.018, 0.003], [-0.013, 0.008, 0.033], [-0.005, 0.020, -0.003], [-0.009, -0.023, -0.009]], "homo_energy_ev": -1.808, "charge": -1, "gap_ev": 4.45, "e_tot_ev": -24211.32803, "mol_weight_g_mol": 290.1}

[3]
{"formula": "C6H13N", "method": "ωB97M-V/def2-TZVPD", "species": ["C", "C", "C", "C", "C", "C", "N", "H", "H", "H", "H", "H", "H", "H", "H", "H", "H", "H", "H", "H"], "coordinates": [[-1.473245, 1.451411, -0.463053], [-1.141079, -0.052140, -0.557444], [-1.985109, -0.826779, 0.480682], [0.354196, -0.273563, -0.176852], [1.045835, -1.314679, -0.897679], [2.262550, 0.427725, 0.924962], [0.921038, 0.682622, 0.439132], [-1.240682, 1.721230, 0.565954], [-2.518698, 1.652166, -0.678377], [-0.801714, 2.005480, -1.113166], [-1.258622, -0.354019, -1.591368], [-2.901531, -0.281308, 0.704968], [-1.422907, -0.869637, 1.414990], [-2.233087, -1.843735, 0.176271], [0.756984, -2.356415, -0.868668], [1.840322, -1.085648, -1.602224], [2.346274, -0.547002, 1.437968], [2.994538, 0.323779, 0.116929], [2.629333, 1.195597, 1.602245], [0.743011, -1.357922, 0.418670]], "forces_ev_per_a": [[0.574, -0.761, 0.471], [0.123, 0.469, 1.142], [-0.071, 0.130, -0.347], [-3.282, 2.064, -3.189], [-0.190, -1.886, 1.424], [0.680, -0.200, -0.464], [1.294, 0.564, 1.464], [-0.171, 0.429, -0.049], [-0.088, -0.041, -0.134], [-0.164, 0.230, -0.067], [-0.233, -0.486, -0.016], [-0.167, -0.170, -0.111], [-0.085, -0.034, 0.075], [0.000, -0.007, -0.002], [-1.070, 0.092, -1.105], [1.016, 0.094, 1.292], [-0.252, 0.067, 0.050], [0.046, 0.297, 0.000], [-0.299, 0.167, -0.040], [2.339, -1.019, -0.394]], "homo_energy_ev": -8.216, "gap_ev": 8.63, "relative_energy_ev": 4.4010, "e_tot_ev": -7918.43214, "mol_weight_g_mol": 99.2}

[4]
{"formula": "C6H13N", "method": "ωB97M-V/def2-TZVPD", "species": ["C", "C", "C", "C", "N", "C", "C", "H", "H", "H", "H", "H", "H", "H", "H", "H", "H", "H", "H", "H"], "coordinates": [[-0.020021, -3.325471, 1.625826], [0.382530, -1.861174, 1.429217], [-0.298084, -1.110341, 0.324664], [0.341150, -0.225122, -0.449187], [-0.255582, 0.874675, -1.069979], [0.419070, 2.141821, -0.833235], [-0.432982, 3.359666, -1.089635], [-1.090635, -3.457518, 1.437200], [0.131783, -3.582946, 2.673279], [0.471211, -3.970354, 0.899171], [0.106347, -1.264659, 2.304405], [1.468030, -1.778333, 1.343534], [-1.377444, -1.162128, 0.181147], [1.326527, -0.462419, -0.842165], [-1.236755, 1.014769, -0.862744], [1.341036, 2.210577, -1.432379], [0.874389, 2.195494, 0.169380], [-0.881287, 3.373180, -2.085093], [-1.264348, 3.337800, -0.373261], [0.075988, 4.304564, -0.933051]], "forces_ev_per_a": [[-0.655, 0.586, -0.079], [-0.329, -0.396, -0.413], [0.258, 0.240, -0.588], [-0.486, -0.490, -0.406], [-0.459, 0.579, -0.813], [1.973, 0.297, -0.157], [-1.035, -0.287, 0.301], [-0.003, 0.136, 0.063], [0.343, -0.513, -0.188], [0.283, -0.154, 0.340], [0.114, -0.288, 0.259], [0.019, 0.100, -0.091], [-0.135, 0.282, 0.898], [0.563, 0.638, 0.899], [0.010, -0.477, 0.236], [-0.328, -0.201, -0.387], [-0.595, -0.028, 0.264], [0.172, -0.117, -0.049], [-0.042, 0.148, -0.106], [0.334, -0.056, 0.017]], "homo_energy_ev": -7.688, "gap_ev": 8.87, "smiles": "CC/C=C/NCC", "relative_energy_ev": 1.3231, "e_tot_ev": -7921.50995, "mol_weight_g_mol": 99.2}

[5]
{"formula": "C6H13N", "method": "ωB97M-V/def2-TZVPD", "species": ["C", "C", "N", "C", "C", "C", "C", "H", "H", "H", "H", "H", "H", "H", "H", "H", "H", "H", "H", "H"], "coordinates": [[-1.650734, 1.873879, 0.474134], [-0.765617, 0.637427, 0.639029], [-0.889371, -0.341132, -0.437424], [-0.993141, -1.748169, -0.163340], [0.393071, 0.163045, -0.205947], [1.572561, -1.249433, 0.552563], [1.255384, 0.939312, -1.179385], [-2.679459, 1.666772, 0.813939], [-1.287277, 2.727985, 1.055105], [-1.718081, 2.172797, -0.576675], [-0.683851, 0.286983, 1.671414], [-0.903277, -2.309662, -1.102886], [-0.025876, -1.891961, 0.427379], [-1.943923, -1.993573, 0.326533], [2.211386, -0.534153, 1.031164], [1.570343, -2.124442, 1.275890], [2.041155, -1.688070, -0.337933], [0.709211, 1.611849, -1.859642], [1.832359, 0.242372, -1.794633], [1.955134, 1.558167, -0.609286]], "forces_ev_per_a": [[0.309, -0.025, -0.065], [0.130, -0.212, 0.162], [-0.081, 0.103, -0.443], [0.320, -0.311, 0.269], [0.977, -0.992, 0.646], [0.356, 1.442, -0.410], [0.073, -0.195, 0.219], [0.401, -0.116, -0.067], [0.042, -0.132, -0.052], [0.112, -0.082, 0.152], [-0.231, -0.215, -0.151], [-0.127, 0.075, 0.190], [-2.168, -1.005, -0.264], [0.339, -0.040, 0.000], [0.864, 0.317, 0.003], [-1.077, 1.197, -0.539], [-0.066, 0.527, 0.019], [-0.163, -0.356, 0.417], [-0.024, 0.123, 0.022], [0.015, -0.104, -0.109]], "homo_energy_ev": -8.971, "gap_ev": 10.02, "relative_energy_ev": 3.6576, "e_tot_ev": -7919.17547, "mol_weight_g_mol": 99.2}

[6]
{"formula": "C6H13N", "method": "ωB97M-V/def2-TZVPD", "species": ["C", "C", "C", "C", "C", "C", "N", "H", "H", "H", "H", "H", "H", "H", "H", "H", "H", "H", "H", "H"], "coordinates": [[-1.661506, -0.080730, 1.760980], [-1.102467, -0.536070, 0.633169], [-0.820579, -2.015215, 0.547375], [-0.905538, 0.400900, -0.537206], [0.399445, 0.095837, -1.368691], [1.533937, 0.611107, -0.491092], [1.572719, 2.061823, -0.202581], [-1.587766, 0.993027, 1.968619], [-1.782273, -0.641635, 2.685104], [-1.680660, -2.558859, 0.157614], [0.009905, -2.223636, -0.129392], [-0.588658, -2.437210, 1.526341], [-0.665657, 1.398996, -0.199816], [-1.844707, 0.315350, -1.093275], [0.677287, -0.944045, -1.604200], [0.265772, 0.381467, -2.417472], [2.554875, 0.350176, -0.818221], [1.465248, 0.049307, 0.452005], [2.468669, 2.240615, 0.226355], [1.691949, 2.538796, -1.095623]], "forces_ev_per_a": [[1.601, 1.115, 0.535], [-0.646, -0.168, 1.295], [0.060, -0.045, -0.537], [1.084, -1.661, -0.676], [-0.539, -0.504, 0.042], [1.571, -0.023, -0.103], [-0.316, -0.036, -0.563], [-0.746, -0.133, -0.399], [-0.184, -0.429, -0.429], [-0.100, -0.056, -0.127], [-0.006, -0.064, 0.126], [-0.026, 0.132, -0.063], [-0.857, 0.402, 0.274], [0.334, 0.440, -0.386], [-0.598, -0.181, 0.805], [0.409, 1.250, 0.278], [-0.442, -0.442, -0.617], [-0.312, 0.366, 0.025], [0.055, 0.054, 0.526], [-0.341, -0.017, -0.007]], "homo_energy_ev": -8.994, "gap_ev": 10.03, "smiles": "C=C(C)CCCN", "relative_energy_ev": 1.3168, "e_tot_ev": -7921.51632, "mol_weight_g_mol": 99.2}

Please write out number 2 again, unchanged.
{"formula": "C6H13INO4", "method": "ωB97M-V/def2-TZVPD", "species": ["O", "N", "C", "C", "C", "I", "H", "H", "H", "H", "H", "H", "H", "C", "O", "C", "O", "O", "C", "H", "H", "H", "H", "H", "H"], "coordinates": [[1.274657, 1.044847, 2.678449], [0.334542, -0.086324, 3.018348], [-0.711427, -0.069954, 2.042938], [-2.144139, -0.109423, 2.685237], [-3.048712, 0.872812, 1.994462], [-4.994443, 1.137829, 2.943352], [0.708148, 1.826787, 2.709331], [-0.696780, -0.914866, 1.310656], [-0.659394, 0.836366, 1.409396], [-2.028141, 0.126001, 3.743788], [-2.569813, -1.114348, 2.613682], [-3.319253, 0.580341, 0.982645], [-2.636045, 1.878154, 1.977378], [1.488169, -1.581740, -4.551297], [1.181173, -1.557216, -3.160981], [1.696946, -0.501666, -2.502781], [2.369312, 0.355403, -3.025647], [1.352249, -0.587994, -1.238544], [1.842542, 0.475376, -0.386678], [1.010262, -2.477442, -4.938155], [1.098645, -0.694847, -5.050152], [2.565306, -1.623950, -4.710113], [1.463090, 1.429047, -0.749024], [2.930968, 0.484336, -0.416877], [1.492138, 0.272472, 0.620586]], "forces_ev_per_a": [[-0.217, -0.104, -0.259], [0.038, 0.168, 0.082], [-0.094, -0.089, -0.119], [0.045, -0.153, 0.054], [-0.001, 0.087, -0.120], [-0.053, -0.041, 0.041], [0.108, 0.052, 0.223], [0.021, 0.033, -0.028], [0.017, 0.025, 0.039], [0.039, 0.079, -0.042], [-0.021, 0.026, 0.050], [0.103, -0.004, -0.007], [-0.031, -0.006, 0.076], [0.002, 0.016, 0.022], [-0.011, 0.032, 0.019], [0.080, -0.042, -0.059], [-0.038, 0.009, 0.024], [-0.022, 0.015, 0.022], [0.073, -0.085, -0.017], [0.008, 0.005, -0.022], [-0.015, -0.010, -0.002], [-0.003, -0.018, 0.003], [-0.013, 0.008, 0.033], [-0.005, 0.020, -0.003], [-0.009, -0.023, -0.009]], "homo_energy_ev": -1.808, "charge": -1, "gap_ev": 4.45, "e_tot_ev": -24211.32803, "mol_weight_g_mol": 290.1}